Density functional theory data (ωB97M-V/def2-TZVPD) for a molecular structure, C53H40F6N6O10P2S3Sr.

```
121
Properties=species:S:1:pos:R:3:forces:R:3:mulliken_charge:R:1
Sr -0.515 0.381 -0.775 0.20 0.53 1.23 1.731
O -6.602 2.948 0.039 0.01 0.00 -0.01 -0.597
C -5.284 2.574 0.016 -0.03 -0.03 0.04 1.171
C -4.636 2.151 1.173 -0.03 0.02 0.02 -0.611
C -3.320 1.738 1.078 0.07 0.01 -0.07 -0.646
N -2.645 1.814 -0.065 0.08 -0.19 -0.18 0.336
C -3.261 2.247 -1.157 -0.18 -0.08 -0.45 0.545
C -4.604 2.597 -1.190 0.08 0.05 0.32 -0.818
C -2.445 2.227 -2.462 0.03 0.12 0.03 -0.200
O -3.097 2.203 -3.506 -0.02 0.17 -0.09 -0.809
O -1.185 2.209 -2.310 -0.13 -0.41 0.02 -0.838
C -2.587 1.080 2.251 0.00 0.02 0.04 -0.011
O -3.012 1.331 3.387 0.00 0.00 -0.01 -0.855
O -1.651 0.306 1.908 0.17 -0.01 -0.23 0.168
H -6.920 2.847 0.942 0.00 0.00 0.00 0.282
H -5.130 2.102 2.138 0.00 0.00 0.00 0.408
H -5.074 2.855 -2.128 0.01 0.04 0.00 0.546
C 4.399 -0.510 -1.628 -0.03 -0.01 -0.03 -2.179
C 2.946 -0.576 -1.244 0.06 0.07 0.05 -0.021
N 2.272 0.439 -0.824 -0.04 -0.04 -0.14 2.059
N 2.921 1.626 -0.815 0.07 0.00 0.01 -1.516
C 2.309 2.594 -0.144 0.05 -0.01 -0.01 0.338
N 2.993 3.793 -0.220 -0.02 0.00 0.02 -0.503
S 0.898 2.556 0.805 0.02 -0.05 0.05 -0.441
C 2.253 -1.876 -1.346 0.00 -0.08 -0.03 0.012
C 2.868 -2.962 -1.974 -0.05 0.05 -0.19 -0.563
C 2.213 -4.180 -2.030 -0.12 0.03 -0.28 -1.350
C 0.962 -4.299 -1.456 0.01 -0.01 -0.09 -1.391
C 0.412 -3.168 -0.874 0.03 0.05 0.03 -0.164
N 1.031 -1.997 -0.806 -0.26 0.15 -0.29 2.859
H 4.803 0.447 -1.316 0.01 0.01 0.02 0.454
H 4.526 -0.604 -2.711 -0.01 0.01 0.00 0.382
H 4.959 -1.322 -1.156 0.00 0.00 -0.02 0.411
H 3.599 3.867 -1.023 0.01 -0.01 0.00 0.242
H 2.417 4.594 -0.023 0.01 0.00 0.00 0.246
H 3.846 -2.849 -2.418 0.00 0.00 0.01 0.479
H 2.679 -5.024 -2.525 0.01 0.00 0.00 0.526
H 0.400 -5.223 -1.486 0.00 0.00 0.01 0.514
H -0.583 -3.201 -0.451 0.03 0.00 -0.02 -0.757
O 0.868 -4.070 2.837 -0.07 0.29 0.27 0.409
C -0.254 -4.876 2.929 -0.32 -0.18 -0.49 -1.581
C -0.054 -6.202 3.299 0.04 0.07 -0.07 0.073
C -1.128 -7.068 3.356 0.11 -0.13 0.05 -0.532
C -2.397 -6.612 3.039 -0.19 -0.02 -0.02 -0.945
C -2.582 -5.297 2.653 0.03 0.15 0.02 0.028
C -1.521 -4.389 2.579 0.22 -0.15 0.00 0.820
P -1.724 -2.602 2.074 0.11 -0.11 0.17 1.797
C -2.960 -2.744 0.721 -0.04 0.02 0.01 0.267
C -3.788 -1.644 0.469 0.00 0.02 0.05 -0.556
C -4.569 -1.583 -0.673 -0.02 -0.03 0.01 -0.592
C -4.541 -2.619 -1.597 -0.02 -0.02 0.03 -0.375
C -3.735 -3.720 -1.358 0.00 -0.01 0.00 -1.072
C -2.954 -3.783 -0.210 0.03 0.00 0.00 -0.628
C -2.751 -2.098 3.511 0.10 0.02 0.02 0.598
C -4.102 -2.393 3.666 -0.01 -0.02 0.02 -0.174
C -4.773 -2.028 4.824 -0.01 -0.02 -0.02 -0.797
C -4.097 -1.370 5.843 0.02 0.01 0.00 -0.549
C -2.754 -1.061 5.690 -0.03 -0.02 0.02 -0.669
C -2.090 -1.411 4.525 0.01 0.01 -0.02 -0.449
C 1.239 -3.419 3.994 -0.03 0.17 0.01 -0.025
C 0.751 -3.799 5.239 0.00 -0.01 -0.06 -0.786
C 1.202 -3.150 6.377 -0.07 -0.08 0.07 -0.880
C 2.139 -2.139 6.279 0.06 0.07 0.06 -0.955
C 2.595 -1.749 5.028 0.01 0.00 -0.05 -0.802
C 2.140 -2.352 3.860 -0.08 -0.14 0.15 0.627
P 2.560 -1.800 2.156 0.01 -0.10 0.09 2.345
C 3.591 -0.329 2.501 0.02 0.01 -0.20 0.181
C 3.043 0.723 3.234 -0.09 0.10 -0.10 -0.399
C 3.720 1.925 3.365 -0.06 0.02 -0.03 -0.765
C 4.941 2.110 2.734 0.02 0.02 -0.04 -0.660
C 5.473 1.088 1.963 0.02 0.02 -0.02 -0.727
C 4.804 -0.121 1.848 0.01 -0.01 0.05 -0.956
C 3.827 -3.104 1.819 0.07 0.02 0.05 -0.013
C 5.010 -3.243 2.546 -0.03 0.00 0.01 -0.300
C 5.887 -4.282 2.281 0.01 0.01 0.01 -0.808
C 5.589 -5.208 1.286 -0.01 0.00 -0.01 -0.623
C 4.413 -5.086 0.565 0.00 0.02 0.00 -0.794
C 3.538 -4.038 0.831 -0.07 0.04 0.15 -0.146
H 0.951 -6.529 3.535 0.01 0.02 0.00 0.538
H -0.973 -8.101 3.644 0.00 0.00 0.01 0.374
H -3.244 -7.285 3.086 -0.01 0.00 -0.01 0.425
H -3.576 -4.952 2.396 0.01 -0.01 -0.02 0.286
H -3.794 -0.816 1.165 -0.03 -0.04 -0.01 0.207
H -5.168 -0.700 -0.862 -0.01 0.01 0.00 0.329
H -5.112 -2.549 -2.514 0.01 0.00 0.00 0.364
H -3.685 -4.523 -2.084 0.00 0.00 0.00 0.325
H -2.314 -4.645 -0.057 -0.01 -0.03 0.03 0.366
H -4.639 -2.901 2.873 -0.01 0.03 -0.02 0.229
H -5.828 -2.252 4.926 0.00 0.00 0.00 0.395
H -4.625 -1.075 6.742 0.00 0.00 0.00 0.360
H -2.229 -0.510 6.460 -0.01 0.00 0.00 0.417
H -1.059 -1.111 4.378 0.00 -0.02 -0.02 0.475
H 0.012 -4.584 5.315 0.02 0.03 0.04 0.443
H 0.809 -3.441 7.344 -0.01 -0.01 0.00 0.396
H 2.500 -1.637 7.167 0.00 0.01 0.00 0.418
H 3.303 -0.934 4.953 -0.01 -0.07 0.05 0.515
H 2.054 0.622 3.666 0.00 0.02 -0.02 0.478
H 3.261 2.736 3.914 -0.01 0.00 0.00 0.373
H 5.450 3.062 2.800 0.00 0.01 0.01 0.342
H 6.397 1.241 1.419 0.02 0.00 0.02 0.360
H 5.221 -0.899 1.220 0.02 -0.02 0.02 0.359
H 5.243 -2.527 3.326 0.00 0.00 0.01 0.412
H 6.803 -4.373 2.852 0.00 0.00 0.00 0.389
H 6.275 -6.021 1.078 0.00 0.00 0.00 0.378
H 4.170 -5.800 -0.213 0.00 -0.02 0.00 0.437
H 2.616 -3.948 0.269 0.17 -0.08 0.35 0.650
F -0.857 1.029 -4.901 -0.28 -0.06 0.12 -0.175
C -0.441 -0.143 -4.501 0.00 -0.07 -0.26 0.391
F -0.027 -0.828 -5.579 0.13 0.08 0.09 -0.235
F 0.619 0.020 -3.682 -0.09 0.04 0.14 -0.079
S -1.630 -1.308 -3.637 -0.03 -0.79 -0.27 0.507
O -2.111 -0.800 -2.365 0.42 0.60 -0.32 0.161
O -0.733 -2.428 -3.507 -0.16 -0.07 -0.05 -0.783
N -2.810 -1.599 -4.574 -0.10 0.00 0.26 -0.544
S -3.515 -1.327 -5.923 0.16 0.05 -0.22 1.061
O -2.717 -0.627 -6.889 -0.04 0.01 0.06 -0.649
O -4.222 -2.503 -6.344 -0.02 -0.03 0.07 -0.702
C -4.883 -0.140 -5.475 -0.05 -0.02 -0.09 0.662
F -5.235 -0.261 -4.195 0.00 0.03 -0.03 -0.196
F -4.537 1.111 -5.727 -0.01 -0.03 0.08 -0.216
F -5.972 -0.424 -6.223 0.10 0.04 0.05 -0.273
```
Forces are in eV/Å.

Max |F| (eV/Å): 1.35
E (hartree): -5632.106551
HOMO-LUMO gap (hartree): 0.239
Charge: -2
Multiplicity: 1